# C33H56GaIN7

A molecular structure, C33H56GaIN7 (ωB97M-V with the def2-TZVPD basis set, the Open Molecules 2025 dataset).

Output
Max |F| ... 0.5 eV/A
Calculated total energy ... -106037.026 eV
Kohn-Sham gap ... 7.07 eV
ΔE to the lowest compared entry with this formula, charge and spin ... 0.0 kcal/mol
Net charge ... -1

Each line ends with the Mulliken charge.
Positions of all 98 atoms, in Å:
C (-2.384, 2.585, -1.241)  -1.33
C (-1.881, 1.219, -1.702)  0.42
C (-1.662, 0.189, -0.595)  -0.18
I (-3.499, -0.112, 0.522)  -0.16
Ga (0.027, 0.563, 0.536)  0.33
C (1.110, -1.124, 0.859)  -0.93
C (-0.348, 1.398, 2.357)  -0.28
C (-1.184, 0.863, 3.347)  0.16
C (-1.319, 1.494, 4.581)  -0.39
C (-0.597, 2.656, 4.818)  -0.60
N (0.219, 3.197, 3.915)  -0.68
C (0.313, 2.577, 2.732)  -0.16
H (-3.456, 2.569, -1.035)  0.38
H (-1.860, 2.879, -0.327)  0.23
H (-2.188, 3.345, -2.002)  0.37
H (-0.888, 1.368, -2.145)  -0.02
H (-2.534, 0.824, -2.496)  -0.38
H (-1.519, -0.792, -1.053)  0.27
H (0.884, 1.663, -0.295)  -0.46
H (0.433, -1.958, 1.086)  0.37
H (1.739, -1.378, 0.005)  -0.10
H (1.719, -0.944, 1.752)  0.41
H (-1.739, -0.049, 3.149)  0.38
H (-1.970, 1.097, 5.354)  0.39
H (-0.669, 3.146, 5.787)  0.48
H (0.980, 3.053, 2.015)  0.40
C (1.161, -1.727, -6.140)  -1.43
C (0.869, -0.260, -5.864)  0.01
C (1.615, 0.274, -4.639)  -0.14
C (1.161, -0.365, -3.408)  -0.12
N (0.777, -0.856, -2.444)  -0.27
H (0.834, -2.354, -5.308)  0.29
H (0.629, -2.060, -7.029)  0.38
H (2.231, -1.893, -6.292)  0.44
H (-0.202, -0.119, -5.724)  0.21
H (1.154, 0.343, -6.730)  0.14
H (1.453, 1.349, -4.541)  0.05
H (2.691, 0.115, -4.744)  0.36
C (-3.302, -3.605, -3.383)  -1.41
C (-3.351, -2.088, -3.254)  0.43
C (-3.773, -1.399, -4.556)  -0.63
C (-2.827, -1.618, -5.650)  0.36
N (-2.089, -1.792, -6.512)  -0.52
H (-2.547, -3.919, -4.105)  0.33
H (-3.056, -4.059, -2.423)  0.38
H (-4.267, -4.005, -3.707)  0.33
H (-2.377, -1.709, -2.939)  -0.24
H (-4.060, -1.798, -2.478)  0.32
H (-3.879, -0.324, -4.401)  0.28
H (-4.745, -1.776, -4.883)  0.39
C (1.387, 1.692, 8.192)  -0.89
C (1.580, 3.123, 8.677)  -0.44
C (0.453, 3.589, 9.608)  -0.45
C (-0.828, 3.633, 8.905)  0.30
N (-1.802, 3.704, 8.303)  -0.45
H (0.481, 1.596, 7.592)  0.07
H (2.223, 1.378, 7.569)  0.33
H (1.314, 0.998, 9.032)  0.36
H (1.637, 3.797, 7.820)  0.33
H (2.524, 3.215, 9.219)  0.32
H (0.660, 4.583, 10.006)  0.28
H (0.359, 2.911, 10.458)  0.27
C (4.543, -5.261, -0.437)  -1.16
C (4.563, -3.742, -0.307)  -0.40
C (4.258, -3.034, -1.630)  -0.21
C (5.292, -3.260, -2.640)  0.20
N (6.116, -3.433, -3.420)  -0.50
H (5.317, -5.611, -1.124)  0.33
H (4.715, -5.734, 0.530)  0.34
H (3.577, -5.605, -0.811)  0.31
H (5.537, -3.414, 0.064)  0.33
H (3.819, -3.420, 0.422)  0.28
H (4.165, -1.960, -1.459)  0.24
H (3.300, -3.371, -2.031)  0.25
C (0.268, 4.158, -9.091)  -1.14
C (1.100, 4.819, -7.999)  -0.49
C (1.501, 3.840, -6.892)  -0.37
C (0.341, 3.338, -6.157)  0.26
N (-0.576, 2.950, -5.586)  -0.46
H (-0.675, 3.781, -8.692)  0.34
H (0.037, 4.867, -9.885)  0.33
H (0.805, 3.317, -9.536)  0.30
H (0.544, 5.649, -7.558)  0.30
H (2.013, 5.238, -8.426)  0.32
H (2.175, 4.317, -6.178)  0.38
H (2.033, 2.985, -7.316)  0.27
C (-2.960, -1.324, 6.760)  -0.98
C (-2.668, -2.710, 6.202)  -0.37
C (-1.837, -3.570, 7.160)  -0.48
C (-0.502, -3.030, 7.416)  0.28
N (0.543, -2.608, 7.636)  -0.44
H (-2.038, -0.753, 6.876)  0.15
H (-3.612, -0.766, 6.089)  0.34
H (-3.448, -1.384, 7.736)  0.38
H (-2.152, -2.619, 5.245)  0.26
H (-3.601, -3.244, 6.010)  0.31
H (-1.724, -4.582, 6.767)  0.30
H (-2.349, -3.654, 8.121)  0.28



# C33H57AuN3O5Si

A molecular structure, C33H57AuN3O5Si at a distorted geometry (ωB97M-V with the def2-TZVPD basis set, the Open Molecules 2025 dataset).

Output
Max |F| ... 5.8 eV/A
Expectation value of S² ... 2.039
Spin multiplicity ... 3
Calculated total energy ... -61410.816 eV
Kohn-Sham gap (alpha / beta) ... 7.31 / 5.53 eV
ΔE to the lowest compared entry with this formula, charge and spin ... 0.0 kcal/mol
Net charge ... +1

Each line ends with the Mulliken charge.
Positions of all 100 atoms, in Å:
O (0.890, -1.685, 0.430)  0.01
O (0.824, -0.336, -4.536)  -0.31
C (2.307, -1.935, 0.353)  -0.41
C (2.813, -3.054, 1.244)  -1.04
H (2.748, -0.974, 0.645)  0.41
H (2.553, -2.119, -0.702)  0.26
H (2.580, -2.843, 2.295)  0.11
H (3.904, -3.107, 1.140)  0.50
H (2.407, -4.036, 0.961)  0.27
C (-0.007, -2.805, 0.313)  0.77
C (-0.019, -3.386, -1.088)  -1.41
H (-0.996, -2.400, 0.573)  -0.58
H (0.254, -3.558, 1.075)  -0.03
H (-0.433, -2.643, -1.784)  0.27
H (-0.664, -4.272, -1.105)  0.44
H (0.991, -3.679, -1.402)  0.36
C (-0.239, 0.249, -5.304)  -0.24
C (1.776, -1.114, -5.275)  -0.19
C (-1.547, -0.510, -5.175)  -1.15
H (0.037, 0.315, -6.372)  0.40
H (-0.346, 1.262, -4.890)  0.27
H (-1.459, -1.528, -5.570)  0.34
H (-2.308, 0.012, -5.761)  0.40
H (-1.886, -0.555, -4.135)  0.12
C (1.197, -2.269, -6.076)  -1.23
H (2.463, -1.487, -4.505)  0.26
H (2.332, -0.451, -5.960)  0.30
H (0.623, -2.961, -5.451)  0.25
H (2.030, -2.826, -6.511)  0.41
H (0.568, -1.924, -6.904)  0.33
H (1.447, 1.538, -2.684)  0.13
N (-0.863, -1.034, 3.523)  2.39
C (-1.838, -0.428, 4.280)  -0.59
C (-2.396, 0.784, 3.940)  -0.81
C (-2.369, 1.608, 2.782)  1.13
C (-2.185, -1.122, 5.550)  -1.78
H (-1.309, -1.681, 5.912)  0.40
H (-3.006, -1.840, 5.415)  0.36
H (-2.510, -0.421, 6.326)  0.48
C (-3.250, 2.835, 2.792)  -1.46
H (-3.915, 2.872, 1.917)  0.32
H (-2.623, 3.737, 2.775)  0.21
H (-3.861, 2.853, 3.695)  0.51
N (-1.623, 1.441, 1.715)  0.34
C (-0.553, -2.432, 3.690)  -0.25
C (0.676, -2.820, 4.260)  0.90
C (1.741, -1.895, 4.732)  -1.47
C (0.932, -4.188, 4.417)  -0.71
H (1.868, -4.498, 4.899)  0.48
C (0.013, -5.141, 3.985)  -0.88
H (0.216, -6.210, 4.121)  0.43
C (-1.187, -4.734, 3.403)  -0.83
H (-1.919, -5.465, 3.043)  0.49
C (-1.496, -3.380, 3.256)  0.84
C (-2.773, -2.979, 2.582)  -1.75
C (-1.891, 2.028, 0.468)  -0.69
C (-1.269, 3.245, 0.099)  1.55
C (-0.280, 3.891, 1.018)  -1.58
C (-1.579, 3.788, -1.142)  -0.78
H (-1.124, 4.740, -1.421)  0.47
C (-2.431, 3.112, -2.023)  -0.92
H (-2.658, 3.549, -2.997)  0.47
C (-2.995, 1.886, -1.668)  -1.00
H (-3.646, 1.338, -2.349)  0.44
C (-2.742, 1.329, -0.423)  1.11
C (-3.282, -0.012, -0.035)  -0.92
Au (0.282, 0.488, 1.013)  1.23
H (2.678, -2.068, 4.185)  0.37
H (1.948, -2.089, 5.790)  0.48
H (1.444, -0.850, 4.632)  0.07
H (-2.740, -1.955, 2.201)  -0.01
H (-3.634, -3.068, 3.258)  0.44
H (-2.987, -3.642, 1.732)  0.44
H (0.276, 4.670, 0.479)  0.42
H (0.451, 3.164, 1.408)  0.30
H (-0.771, 4.370, 1.879)  0.30
H (-3.756, -0.004, 0.959)  0.30
H (-2.496, -0.784, -0.015)  -0.06
H (-4.035, -0.325, -0.769)  0.50
H (-3.090, 1.135, 4.698)  0.34
C (1.463, 2.631, -2.524)  -0.01
Si (2.960, 3.512, -3.272)  0.26
H (0.549, 3.021, -2.989)  -0.01
H (1.389, 2.842, -1.448)  -0.08
C (4.474, 2.389, -3.242)  -0.96
C (3.376, 5.096, -2.330)  -1.05
C (2.584, 4.006, -5.056)  -1.02
H (3.383, 4.641, -5.466)  0.34
H (1.643, 4.572, -5.112)  0.33
H (2.487, 3.123, -5.703)  0.30
H (4.821, 2.234, -2.211)  0.31
H (5.303, 2.829, -3.815)  0.30
H (4.245, 1.406, -3.677)  0.27
H (3.394, 4.926, -1.245)  0.31
H (2.640, 5.884, -2.538)  0.31
H (4.365, 5.477, -2.624)  0.30
O (0.287, 1.928, 5.524)  -0.34
N (-0.226, 0.961, 6.093)  0.68
O (0.445, 0.088, 6.679)  -0.32
O (0.137, -0.278, 3.127)  -0.94



Question: net charge of number 1 (C33H56GaIN7)?
Answer: -1